Record 1
Density functional theory data (ωB97M-V with the def2-TZVPD basis set) for a cluster of 6 separate species, C49H54BClN7O16PS in total at a distorted geometry.

Last column: Löwdin charge in e.
Geometry (Å):
O1 8.7834 5.7739 4.6325  0.0756
H1 3.5596 -1.9960 -0.3086  0.0780
O2 5.2916 -0.3154 1.7862  0.0624
H2 -5.1058 -4.2203 4.1399  0.0945
H3 4.6651 -1.4116 -6.7212  0.1017
H4 -7.1123 -6.5297 8.2709  0.1097
C1 9.0964 1.7123 7.4128  -0.0735
H5 -2.5282 -5.7332 -3.0506  0.0636
H6 -6.8210 -5.8041 10.6197  0.1090
H7 7.8920 2.6069 1.5245  0.1054
C2 9.4715 3.0353 7.6332  -0.0706
H8 -6.2668 -3.4474 11.1362  0.1098
H9 -6.8785 8.5565 0.7711  0.1088
C3 -0.0197 -1.3723 -2.4008  -0.3049
H10 2.3382 -0.4190 -1.1697  0.1168
H11 2.9189 -1.2243 -8.8173  0.0859
H12 -2.9679 1.0129 -4.8597  0.1370
H13 1.8876 -4.6755 -4.6817  0.0829
H14 5.4094 4.9614 -1.0524  0.1092
O3 -2.9757 2.6893 -1.6403  0.0509
C4 -3.9894 -2.3131 -4.6209  -0.1856
H15 -5.9803 -1.8112 9.3146  0.1204
H16 5.0709 -1.4541 -1.2274  0.1000
C5 9.2630 3.9929 6.6450  -0.0035
C6 1.3925 -2.8430 -7.9556  -0.0766
C7 -6.4325 6.8943 -0.5183  -0.0005
H17 -2.2281 -1.7296 -2.2697  0.1100
C8 -1.4926 -0.8415 -2.1001  -0.0931
C9 -6.2280 -2.8400 9.0734  0.0008
H18 -4.2007 -0.4016 -1.4315  0.0759
N1 -6.1938 -2.2966 6.6615  -0.3270
C10 -6.1544 8.1119 0.0954  -0.0666
H19 -3.0745 8.7063 -1.2124  0.1109
C11 -6.7034 -5.0861 9.8127  -0.0704
O4 7.8768 4.2587 3.3713  0.0619
O5 -1.1214 1.4457 -3.3204  -0.2331
H20 2.6066 -2.7394 -2.7868  0.1226
H21 -0.0077 1.1065 -5.7922  0.0552
C12 6.9642 2.7250 0.9751  -0.0170
C13 -6.3895 -3.7611 10.1043  -0.0644
H22 -1.7472 -1.6606 -4.8266  0.0905
N2 8.4276 4.6231 4.4045  -0.3302
C14 -3.1067 -4.8661 -3.5524  0.0485
C15 -3.4376 -3.3154 1.3284  -0.1392
C16 -2.0620 0.4292 -2.8645  -0.3434
N3 0.0384 -2.6548 -3.2264  0.0287
O6 7.2171 0.4371 2.4473  0.0508
H23 7.5202 4.6542 0.2045  0.1110
H24 3.2057 0.4747 -2.5545  0.1251
H25 0.5325 -3.3771 -2.6530  0.0805
C17 -6.3847 -3.2573 7.7515  -0.1394
H26 3.6651 3.2040 -1.0093  0.1102
C18 -4.2807 6.9772 -1.6368  0.0091
H27 0.6760 -2.6979 -8.8513  0.0810
C19 -5.4892 6.3300 -1.3780  -0.1390
C20 3.7115 -2.0769 -6.7409  -0.0733
O7 -2.4240 -3.1095 -0.7360  0.0275
N4 -3.1698 -3.7864 -0.0326  -0.3097
N5 -5.7660 5.0366 -2.0068  -0.3217
C21 -3.1091 -1.6873 3.0697  -0.0484
B1 -3.0256 1.2224 -1.7573  -0.4449
O8 0.2847 1.5621 -1.0270  -0.3161
C22 -4.2496 -4.0742 2.1732  0.0044
C23 -3.0733 0.1383 -4.1075  -0.0969
H28 4.5406 -3.2675 -1.2955  0.0824
C24 8.5169 1.3379 6.2031  -0.0581
C25 1.0490 -0.3130 -2.9983  -0.5276
H29 -3.5431 6.5482 -2.3077  0.1254
H30 -6.8392 -4.9142 6.4294  0.1172
H31 9.5600 5.0202 6.8299  0.1182
O9 -4.8987 4.5557 -2.7311  0.0519
N6 -3.9927 0.4704 -0.8942  0.1582
C26 -4.0130 8.1959 -1.0204  -0.0611
H32 -2.2403 -1.5204 1.1178  0.1075
O10 -0.0518 0.1166 -5.7691  -0.3577
C27 -6.7095 -4.5815 7.4541  -0.0003
O11 -3.7017 -4.8310 -0.3909  0.0678
C28 3.3994 -3.0768 -5.5428  -0.1609
N7 6.1765 0.5321 1.8032  -0.3332
C29 -2.8001 -1.2214 -4.9202  -0.1763
H33 -4.8622 1.0247 -0.7796  0.0893
C30 -4.4816 -3.6348 3.4729  -0.0668
H34 7.8462 1.9835 4.2726  0.0972
O12 -6.8448 4.5056 -1.7716  0.0826
O13 -5.8768 -1.1507 6.9587  0.0797
H35 0.1056 -4.4841 -6.8036  0.0809
H36 -4.7010 -5.0024 1.8379  0.1179
H37 4.0131 1.1430 0.2969  0.1095
O14 4.3009 -1.7213 -3.6931  -0.2030
H38 -0.9121 -3.0438 -3.3467  0.0353
H39 -3.8327 3.0302 -2.0283  0.0673
C31 -4.9463 8.7587 -0.1534  -0.0698
C32 -2.8688 -2.1198 1.7687  0.0052
H40 0.4269 -1.7015 -1.3709  0.1582
H41 -2.9320 -0.9630 -6.0506  0.1204
H42 -4.0885 -2.1087 4.9363  0.0915
H43 -7.3776 6.4012 -0.3155  0.1193
H44 -4.7882 -1.8688 -3.9121  0.1074
C33 8.6725 3.6143 5.4386  -0.1381
C34 4.5880 3.0658 -0.4536  -0.0538
H45 9.9242 3.3206 8.5778  0.1071
C35 4.4902 -3.0453 -4.3255  -0.1560
C36 1.0804 -3.8708 -6.7749  -0.0617
O15 1.1932 2.5277 -3.0760  -0.3604
C37 -3.4433 -3.7270 -4.1115  -0.1181
C38 8.3017 2.2888 5.2097  0.0086
C39 -6.8661 -5.4957 8.4918  -0.0652
Cl1 2.8565 1.0088 -5.3917  0.2361
H46 -4.1755 0.1968 -3.7287  0.1203
C40 3.2864 -1.8290 -2.6249  -0.3377
C41 -3.9098 -2.4456 3.9198  -0.0650
H47 5.5761 -3.1098 -4.7425  0.1395
C42 6.7575 3.8824 0.2302  -0.0633
C43 5.9743 1.7428 1.0028  -0.1401
H48 4.2976 -3.9163 -3.5990  0.1183
C44 5.5704 4.0531 -0.4783  -0.0627
P1 1.3216 -0.4125 -4.8813  0.7432
H49 8.2294 0.3046 6.0361  0.1119
C45 2.5276 -0.4421 -2.3142  -0.1495
H50 9.2557 0.9687 8.1890  0.1068
C46 4.1556 -2.1760 -1.2735  -0.0556
O16 -6.3580 -2.6949 5.5124  0.0453
H51 -4.7305 9.7065 0.3320  0.1086
S1 0.3574 1.3888 -2.5370  0.7584
H52 -1.5599 -0.6292 -0.9557  0.1184
C47 2.1092 -3.9662 -5.5552  -0.0547
H53 -4.5552 -2.5240 -5.6191  0.1143
H54 -2.6689 -0.7601 3.4231  0.1136
C48 4.7868 1.9041 0.2861  0.0001
C49 2.7160 -1.9614 -7.9574  -0.0817

Results
Structure (SMILES): C#CCCC[C@@]1(B(N)O)C[C@@H](N)[C@@](C[C@H](C)OCc2ccccc2)(P(O)Cl)S(=O)(=O)O1.O=[N+]([O-])c1ccccc1.O=[N+]([O-])c1ccccc1.O=[N+]([O-])c1ccccc1.O=[N+]([O-])c1ccccc1.O=[N+]([O-])c1ccccc1
DFT total energy: -128179.6185 eV
HOMO energy: -8.04 eV
Gap between HOMO and LUMO: 7.049 eV

Record 2
Density functional theory data (ωB97M-V with the def2-TZVPD basis set) for a structure of composition C32H19Cl5N4O3Sr at a distorted geometry.

Last column: natural (NBO) charge in e.
Geometry (Å):
N1 0.5590 1.7508 0.9408  -0.3689
Cl1 -2.2183 -1.7044 -1.0123  0.0207
C1 2.5319 -2.5660 4.2219  -0.1937
C2 3.7642 0.4414 -0.7264  0.0765
C3 2.6226 0.1766 -1.5011  -0.4504
O1 0.5175 -2.6421 -0.6770  -0.7845
H1 5.2098 -0.7323 5.1868  0.1944
C4 -0.2179 -0.3850 5.5285  -0.2188
H2 -1.1803 -1.7141 4.1356  0.1955
H3 5.7721 2.1676 -2.8575  0.1842
C5 4.9108 1.6201 -2.4894  -0.2836
C6 -0.2066 -3.4719 -1.2961  0.3617
C7 0.5851 5.3050 -4.3330  -0.2389
H4 1.8345 0.6054 -3.4662  0.1824
H5 -0.0214 3.6954 -5.6214  0.1944
C8 2.3527 -2.0398 2.9475  -0.2295
H6 -0.2416 2.0592 -3.7502  0.2389
C9 0.8561 5.6794 -3.0190  -0.2370
C10 0.0710 3.0798 -3.5651  -0.2103
H7 1.8450 -3.3209 4.5885  0.2049
C11 0.2133 2.3889 -1.1768  0.5502
C12 3.5629 -2.1090 5.0294  -0.2340
H8 3.8163 1.7404 -4.3392  0.1838
Cl2 1.9524 -5.0585 -1.4953  0.0150
C13 0.5438 0.7812 5.6964  -0.3300
C14 -1.5914 -3.2268 -1.5660  -0.0871
N2 0.6976 2.7662 -0.0010  -0.4912
C15 -1.8811 -5.3449 -2.6985  -0.1697
C16 0.1906 3.9996 -4.6021  -0.2314
H9 1.5310 -2.3673 2.3149  0.2426
C17 0.7884 2.0386 2.1599  0.0797
Cl3 -2.8962 -6.4797 -3.5409  -0.0120
C18 4.2401 -0.5931 3.2809  -0.2470
H10 5.7217 1.3290 -0.5214  0.1886
Cl4 0.1358 -7.1222 -3.0395  -0.0017
C19 0.3506 3.4433 -2.2543  0.0024
C20 -0.5955 -0.8093 4.2715  -0.2794
H11 1.1182 3.0503 2.4111  0.1501
C21 -0.2037 -0.1225 3.0840  0.3965
Sr1 0.5352 -0.3983 -0.0729  1.7568
C22 0.5140 1.1109 3.2737  -0.2187
Cl5 -4.0701 -3.7521 -2.5097  0.0034
H12 4.8775 0.1924 2.8977  0.2246
N3 3.9379 -0.1173 0.5936  -0.1661
H13 0.8586 1.1083 6.6800  0.1879
C23 0.7406 4.7552 -1.9877  -0.2083
C24 4.4153 -1.1136 4.5550  -0.2208
C25 3.2144 -1.0665 2.4744  0.1974
C26 2.6964 0.7176 -2.8052  -0.2541
N4 2.9206 -0.5193 1.1626  -0.2535
C27 4.8881 1.1379 -1.1957  -0.2322
H14 1.4328 2.4366 4.6684  0.1880
H15 0.9587 5.0215 -0.9616  0.2355
C28 -0.5302 -5.6215 -2.4674  -0.0457
C29 3.8033 1.3899 -3.3090  -0.2256
H16 -0.5164 -0.9622 6.3993  0.1845
O2 -0.5018 -0.5846 1.9193  -0.8555
O3 -0.3341 1.2806 -1.4899  -0.8249
H17 0.6831 6.0239 -5.1387  0.1896
H18 1.1626 6.6964 -2.7985  0.1918
C30 -2.3951 -4.1311 -2.2363  -0.0845
C31 0.2799 -4.7215 -1.7924  -0.1646
C32 0.8745 1.5089 4.5647  -0.1626
H19 3.6860 -2.5039 6.0310  0.1945

Results
Total charge: -2
DFT total energy: -109046.3043 eV
HOMO energy: -1.99 eV
Gap between HOMO and LUMO: 5.948 eV

Record 3
Density functional theory data (ωB97M-V with the def2-TZVPD basis set) for a structure of composition C4H4O3P at a distorted geometry.

Last column: natural (NBO) charge in e.
Geometry (Å):
O1 1.8030 0.5128 -0.2494  -1.0383
C1 -0.6544 0.6602 -0.3389  -0.8599
C2 -2.0746 0.3600 -0.2047  -0.1840
O2 3.6007 -1.2123 -0.3194  -0.6846
H1 -0.2036 1.6032 -0.5450  0.2318
C3 3.5070 -0.0464 -0.0631  1.0304
H2 -2.8543 1.2317 -0.2452  0.1888
H3 -1.9048 -1.6516 0.6969  0.1838
P1 0.5977 -0.4136 0.0545  1.0943
O3 4.1443 0.8401 0.3305  -0.6432
C4 -2.4939 -0.8262 0.3280  -0.4865
H4 -3.4671 -1.0579 0.5557  0.1674

Results
Total charge: -1
DFT total energy: -19644.5408 eV
HOMO energy: -3.70 eV
Gap between HOMO and LUMO: 7.664 eV
ΔE to the lowest compared entry with this formula, charge and spin: 142.3 kJ/mol

Record 4
Density functional theory data (ωB97M-V with the def2-TZVPD basis set) for the molecule C4H6N2O at a distorted geometry.

Last column: natural (NBO) charge in e.
Geometry (Å):
N1 -0.2810 1.2196 -0.6344  -0.4887
N2 1.3193 -0.3115 0.2937  -0.6280
H1 2.1006 -0.4363 0.9223  0.4058
C1 0.5577 -1.4363 -0.1936  -0.4209
H2 0.4553 -1.2954 -1.2728  0.2073
H3 1.1589 -2.3304 -0.0727  0.2145
C2 -1.5024 1.3848 0.1496  -0.0223
C3 0.7956 0.9385 0.2822  0.7598
C4 -1.5874 0.4020 -0.6589  -0.0909
H4 -1.6984 1.9573 1.0345  0.2458
H5 -2.1005 -0.3953 -1.1722  0.2434
O1 1.2131 1.8520 0.9695  -0.6215
H6 -0.4308 -1.5490 0.3527  0.1958

Results
Structure (SMILES): CNC(=O)N1C=C1
DFT total energy: -9269.2131 eV
HOMO energy: -8.57 eV
Gap between HOMO and LUMO: 9.395 eV
ΔE to the lowest compared entry with this formula, charge and spin: 413.8 kJ/mol